1.
Below is the molecule C4H4N2O at a distorted geometry, with properties calculated with ωB97M-V/def2-TZVPD.

Structure (XYZ):
```
11
Properties=species:S:1:pos:R:3:forces:R:3:nbo_charge:R:1
H 0.6503 1.7690 0.1019 -2.553 -1.123 -0.605 0.4607
C -2.0365 -0.2277 -0.0216 -1.038 0.151 -0.242 0.2416
H -1.1901 1.9766 0.0816 0.870 -0.201 -0.071 0.4097
C 1.7643 -0.6635 -0.0106 -0.127 -0.187 0.578 0.3970
H 2.4589 -1.5866 0.2143 -1.030 1.530 -0.572 0.1311
O 2.1982 0.4884 -0.0105 0.009 -1.198 -0.063 -0.5841
C -0.5776 0.0537 -0.1095 -1.559 1.017 0.354 0.1674
H -0.0200 -1.9961 -0.0363 0.121 0.781 -0.285 0.2378
N -3.2005 -0.2677 0.0212 2.120 -0.112 -0.012 -0.2735
C 0.3129 -0.9499 -0.1407 1.504 -1.180 0.439 -0.4163
N -0.3599 1.4037 -0.0897 1.681 0.521 0.480 -0.7714
```
Forces are in eV/Å.

## Properties
2S+1	1
HOMO	-9.542	eV
SMILES string	N#C/C(N)=C/C=O
gap between HOMO and LUMO	9.20	eV

***

2.
Below is a structure of composition C4H4N2O, with properties calculated with ωB97M-V/def2-TZVPD.

Structure (XYZ):
```
11
Properties=species:S:1:pos:R:3:forces:R:3:nbo_charge:R:1
N 0.1772 -1.7405 -0.0741 -0.053 0.175 0.007 -0.5006
H -0.8142 2.1227 -0.3245 0.022 -0.051 -0.242 0.2219
H 1.6317 1.3797 0.0933 -0.123 -0.076 -0.010 0.2619
C 0.8785 0.6073 0.0415 -0.126 0.003 0.011 -0.3967
H -0.8322 2.0865 0.4778 0.016 -0.078 0.232 0.2227
C 1.2493 -0.8388 -0.0135 0.144 -0.023 -0.005 0.6015
C -1.0470 -1.3088 -0.0803 0.045 -0.101 -0.010 0.2766
N -1.4823 -0.0057 -0.0326 0.213 0.113 0.012 -0.5492
H -1.8488 -2.0427 -0.1294 0.115 0.095 0.009 0.1937
C -0.4510 0.7518 0.0219 0.071 -0.114 -0.003 0.2441
O 2.4153 -1.1770 -0.0046 -0.323 0.058 -0.002 -0.5757
```
Forces are in eV/Å.

## Properties
2S+1	1
HOMO	-9.146	eV
gap between HOMO and LUMO	8.52	eV

***

3.
Below is a structure of composition C4H4N2O at a distorted geometry, with properties calculated with ωB97M-V/def2-TZVPD.

Structure (XYZ):
```
11
Properties=species:S:1:pos:R:3:forces:R:3:nbo_charge:R:1
O -0.4787 1.5932 -0.0478 7.041 -0.539 0.017 -0.4751
H 1.7016 1.8917 0.7315 -2.621 -1.805 -2.507 0.1473
N -2.7151 -0.1971 -0.0283 6.196 -3.719 0.258 -0.3001
C 0.7569 1.2156 0.0314 -4.981 1.424 2.006 0.3502
N 2.2800 -0.6276 -0.0034 3.128 5.790 -2.113 -0.7616
H 2.7033 -1.4720 0.1099 0.788 -2.852 0.186 0.4022
H 3.0661 0.2270 -0.3788 -3.341 -3.615 1.640 0.4039
C 0.9926 -0.3111 -0.1508 -4.107 0.589 1.924 0.1413
C -0.2096 -1.0789 0.1012 1.982 -1.646 -1.262 -0.4036
C -1.6073 -0.7241 0.0136 -4.849 4.539 -0.125 0.2542
H -0.1921 -2.2283 0.1690 0.763 1.834 -0.026 0.2413
```
Forces are in eV/Å.

## Properties
2S+1	1
HOMO	-8.814	eV
gap between HOMO and LUMO	8.02	eV

***

4.
Below is the molecule C4H4N2O at a distorted geometry, with properties calculated with ωB97M-V/def2-TZVPD.

Structure (XYZ):
```
11
Properties=species:S:1:pos:R:3:forces:R:3:nbo_charge:R:1
N 2.6555 0.8774 0.9686 0.030 -0.404 -0.273 -0.2723
H -1.8656 -1.5618 0.3289 0.072 0.151 -0.063 0.2409
H 1.1919 1.2603 0.5174 -0.272 0.248 0.040 0.4505
C 0.9943 -0.3487 -0.6178 -0.069 -0.216 -0.378 -0.0691
O 0.0950 -1.2118 -0.0444 0.098 -0.060 0.049 -0.4747
H 0.7621 0.0677 -1.5942 0.083 -0.077 0.111 0.1979
C -1.2513 -0.7948 -0.1488 -0.215 -0.004 -0.053 -0.1641
C -1.4304 0.5089 0.5242 0.018 0.881 0.426 0.2441
C 1.8435 0.3526 0.2339 0.304 0.475 0.461 -0.0689
H -1.5496 -0.6969 -1.2016 -0.011 0.016 0.161 0.2152
N -1.4454 1.5471 1.0338 -0.039 -1.010 -0.480 -0.2994
```
Forces are in eV/Å.

## Properties
2S+1	1
HOMO (spin up / spin down)	-8.435 / -8.433	eV
gap between HOMO and LUMO (spin up / spin down)	8.27 / 8.53	eV

***

5.
Below is the molecule C4H4N2O at a distorted geometry, with properties calculated with ωB97M-V/def2-TZVPD.

Structure (XYZ):
```
11
Properties=species:S:1:pos:R:3:forces:R:3:nbo_charge:R:1
H 1.9236 -2.0068 -0.1212 -1.367 2.197 0.421 0.2540
H -1.6031 1.6313 -1.0519 -0.628 0.558 -1.881 0.2018
N 1.3382 -0.1362 1.0708 6.096 -0.233 2.062 -0.3564
N 0.3703 0.8105 1.2738 0.590 -0.553 -3.247 -0.2356
H 2.5269 0.1558 1.3836 -5.246 -1.140 -0.901 0.4096
C 1.2367 -1.0816 0.0234 -2.466 0.557 -1.084 -0.1450
O -1.1567 -0.4781 -1.3397 -0.347 -2.451 -2.741 -0.4764
C 0.0149 -0.5859 -0.5686 1.488 2.023 1.370 0.1724
H -2.6469 0.4568 -0.1363 1.068 0.031 -0.522 0.2054
C -1.6757 0.6461 -0.6668 1.315 0.134 3.620 -0.0898
C -0.3282 0.5881 0.1329 -0.504 -1.122 2.903 0.0600
```
Forces are in eV/Å.

## Properties
2S+1	1
HOMO	-8.649	eV
SMILES string	c1[nH]nc2c1OC2
gap between HOMO and LUMO	9.41	eV

***

6.
Below is a cluster of 2 separate species, C4H4N2O in total, with properties calculated with ωB97M-V/def2-TZVPD.

Structure (XYZ):
```
11
Properties=species:S:1:pos:R:3:forces:R:3:nbo_charge:R:1
H -1.7355 0.3443 2.2402 -0.053 -0.006 -0.028 0.2404
H -1.8367 -1.0443 -0.7836 -0.078 0.022 0.148 0.2451
H 0.3074 -0.4249 -2.5064 0.105 -0.039 -0.011 0.3477
O 1.0373 -0.1972 2.4007 0.067 0.194 -0.804 -0.4822
N 0.4656 -0.5177 -1.5046 0.302 0.266 -0.080 -0.6402
H 1.5467 1.2628 -1.7279 -0.081 -0.082 0.048 0.1685
C 1.1531 0.4636 -1.0975 -0.131 -0.149 -0.147 0.2825
C -1.8443 -0.5932 0.1805 -0.071 0.214 0.529 -0.2149
C 1.1914 0.1524 1.2987 0.209 -0.081 0.401 0.9312
N 1.5095 0.6399 0.2315 -0.132 -0.125 0.399 -0.6031
C -1.7946 -0.0857 1.2686 -0.138 -0.213 -0.453 -0.2749
```
Forces are in eV/Å.

## Properties
2S+1	1
HOMO	-10.223	eV
SMILES string	[H]/N=C/N=C=O.C#C
gap between HOMO and LUMO	11.07	eV